Molecular formula: C3H6OS
Method: DFT, ωB97M-V/def2-TZVPD

Computed properties:
**HOMO**: -9.0 eV
**Lowest unoccupied orbital energy**: -2.07 eV
**Energy**: -16083.487 eV
**HOMO-LUMO gap**: 6.89 eV
**Strongest force on any atom**: 6.79 eV/Å
**Energy above the lowest of the compared OMol25 structures with the same formula, charge and spin**: 173.0 kcal/mol

Structure (XYZ):
```
11
Properties=species:S:1:pos:R:3:nbo_charge:R:1
C -0.75 0.73 0.52 -0.093
C -0.08 -0.71 0.61 -0.258
C 0.73 -1.10 -0.57 -0.443
H 0.21 2.17 -1.40 0.330
H -1.03 1.08 -0.35 0.194
H -1.40 0.94 1.48 0.203
H 0.31 -1.02 1.54 0.225
H 0.63 -0.25 -1.18 0.214
H 1.79 -1.51 -0.42 0.244
O 0.58 1.64 0.30 -0.617
S -1.00 -1.98 -0.54 0.000
```